No. 1
ORCA calculation (ωB97M-V with the def2-TZVPD basis set) on a gas-phase ion, C18H22NO3S (charge +1) at a distorted geometry.

Last column: Mulliken charge in e.
Element x y z (Å)
C -2.359 2.747 0.969  -0.7164
O -1.786 1.456 0.587  -0.2346
C -0.725 1.348 -0.319  -0.1044
C -0.911 0.138 -1.222  0.1152
C -0.451 0.168 -2.542  -0.5845
C -0.481 -0.993 -3.309  -0.7411
C -1.004 -2.187 -2.804  0.9006
C -1.011 -3.414 -3.679  -1.4655
C -1.509 -2.195 -1.502  -0.8933
C -1.462 -1.044 -0.716  -0.4622
H -3.035 2.529 1.814  0.2687
H -1.581 3.417 1.365  0.2939
H -2.919 3.200 0.119  0.2893
H -0.482 2.258 -0.911  0.5657
H -0.037 1.059 -3.008  0.6746
H -0.116 -1.002 -4.333  0.4187
H -1.646 -4.214 -3.294  0.3596
H -1.418 -3.180 -4.669  0.3857
H 0.019 -3.755 -3.841  0.3083
H -1.943 -3.107 -1.110  0.3735
H -1.814 -1.074 0.307  0.5446
C 2.397 1.880 -1.616  -1.0454
S 2.502 1.626 0.130  0.4281
C 3.088 3.320 0.656  -0.9136
C 0.763 1.443 0.698  -0.1868
C 0.626 0.266 1.641  0.2937
C -0.153 0.359 2.813  -0.3990
C -0.482 -0.767 3.534  -0.6397
C -0.099 -2.024 3.013  -0.1187
N -0.677 -3.225 3.524  0.9535
O -0.428 -4.296 2.928  -0.5709
O -1.421 -3.202 4.525  -0.5755
C 0.768 -2.142 1.910  -0.6234
C 1.165 -0.977 1.268  -0.1207
H 2.096 0.932 -2.085  0.3154
H 1.654 2.644 -1.847  0.3437
H 3.397 2.140 -2.047  0.5428
H 3.809 3.225 1.499  0.3672
H 3.620 3.810 -0.188  0.3985
H 2.243 3.962 0.980  0.3157
H 0.487 2.406 1.219  0.3277
H -0.532 1.315 3.164  0.4219
H -1.075 -0.713 4.455  0.4789
H 1.090 -3.108 1.526  0.4878
H 1.835 -1.026 0.400  0.2226

Output
- Energy: -37479.576 eV
- HOMO level: -11.87 eV
- Net charge: +1

No. 2
ORCA calculation (ωB97M-V with the def2-TZVPD basis set) on a gas-phase ion, C18H22NO4 (charge +1) at a distorted geometry.

Last column: Mulliken charge in e.
Element x y z (Å)
C -5.232 -1.664 -1.409  -1.0347
C -4.056 -2.386 -0.768  -0.2930
H -3.886 -3.345 -1.263  0.3729
H -4.238 -2.561 0.295  0.2517
O -2.824 -1.697 -0.965  -0.4919
C -2.574 -0.483 -0.432  0.2080
C -1.566 0.222 -1.080  -0.3897
C -1.130 1.468 -0.645  0.4859
C -1.723 2.033 0.470  -1.0473
C -2.737 1.356 1.127  -0.5309
C -3.172 0.102 0.713  0.9882
O -4.137 -0.599 1.354  -0.3855
C -4.824 -0.010 2.438  -0.9950
H -5.577 -0.739 2.731  0.2678
H -4.155 0.177 3.282  0.3607
H -5.317 0.920 2.141  0.4006
H -3.185 1.817 1.991  0.4555
H -1.414 3.002 0.828  0.3689
C -0.014 2.150 -1.383  -1.2590
H -0.237 2.209 -2.451  0.4382
H 0.153 3.156 -0.998  0.3899
N 1.246 1.359 -1.218  -0.0100
H 1.982 1.700 -1.845  0.4295
H 1.036 0.384 -1.472  0.4120
C 1.777 1.354 0.181  -0.7973
C 2.976 0.453 0.262  0.2377
C 2.805 -0.907 0.480  -0.4807
C 3.887 -1.782 0.530  -1.0889
C 5.139 -1.242 0.350  0.9138
C 5.318 0.131 0.123  0.7929
C 4.254 0.996 0.068  -1.1570
H 4.408 2.050 -0.091  0.4592
O 6.639 0.395 -0.025  -0.4702
C 7.309 -0.842 0.137  -0.2299
O 6.344 -1.855 0.353  -0.4554
H 7.889 -1.070 -0.769  0.2568
H 7.986 -0.786 1.003  0.2591
H 3.755 -2.834 0.709  0.4496
H 1.811 -1.301 0.633  0.5019
H 0.973 1.006 0.832  0.4255
H 2.038 2.379 0.448  0.4535
H -1.149 -0.241 -1.963  0.5908
H -5.031 -1.477 -2.462  0.3156
H -5.422 -0.716 -0.914  0.2559
H -6.121 -2.282 -1.327  0.3743

Output
- Energy: -28695.816 eV
- SMILES: CCOc1cc(C[NH2+]Cc2ccc3c(c2)OCO3)ccc1OC
- HOMO level: -11.08 eV
- Energy above the lowest of the compared OMol25 structures with the same formula, charge and spin: 0.042 eV
- Net charge: +1

No. 3
ORCA calculation (ωB97M-V with the def2-TZVPD basis set) on 3 unconnected molecules or ions with the total composition C18H23BF6N4O2PS at a distorted geometry.

Last column: Mulliken charge in e.
Element x y z (Å)
N 3.020 -1.368 2.935  -0.5643
C 2.065 -0.342 3.285  -0.7475
C 1.609 0.588 2.085  0.1433
B 2.823 1.592 1.825  0.5737
O 2.696 2.883 2.256  -0.5902
O 4.030 1.129 1.365  -0.4951
C 0.395 1.193 2.697  0.2062
P -0.321 2.729 1.931  0.2599
S -0.251 2.528 0.017  -0.2138
N -0.068 0.498 3.696  0.2049
C -1.204 0.864 4.562  -1.1983
C -2.493 0.058 4.355  -0.6471
C -3.453 0.703 3.369  0.8141
F -3.063 0.497 2.098  -0.2198
F -4.676 0.210 3.512  -0.2719
F -3.528 2.043 3.541  -0.2738
C 0.711 -0.756 3.894  -0.2774
C -0.021 -1.987 3.307  0.7179
F 0.823 -2.912 2.861  -0.3053
F -0.783 -2.560 4.253  -0.2701
F -0.827 -1.637 2.291  -0.1939
H 3.957 -1.091 3.200  0.2831
H 2.834 -2.255 3.383  0.2540
H 2.522 0.359 3.999  0.4055
H 1.375 -0.035 1.216  0.2736
H 3.552 3.334 2.317  0.3027
H 4.015 0.693 0.506  0.3342
H 0.383 3.780 2.525  0.1163
H -1.609 2.817 2.469  0.0287
H -0.865 0.743 5.596  0.3859
H -1.413 1.925 4.428  0.7772
H -3.018 -0.003 5.314  0.4376
H -2.326 -0.963 4.026  0.2529
H 0.829 -0.938 4.966  0.4853
N -0.001 2.249 -3.138  -0.4046
C 1.038 3.058 -3.345  -0.2475
C 2.013 2.827 -4.303  -0.4790
C 1.905 1.690 -5.091  -0.3852
C 0.830 0.841 -4.889  -0.2585
C -0.093 1.163 -3.905  -0.3136
H 1.087 3.937 -2.711  0.3776
H 2.831 3.522 -4.430  0.3895
H 2.645 1.475 -5.852  0.3807
H 0.698 -0.055 -5.480  0.3959
H -0.949 0.521 -3.733  0.5552
N -1.818 -1.657 -4.924  -0.3075
C -1.465 -2.522 -3.975  0.0031
C -1.426 -3.895 -4.163  -0.6190
C -1.773 -4.400 -5.406  -0.1664
C -2.144 -3.513 -6.403  -0.4524
C -2.149 -2.157 -6.113  -0.2528
H -1.200 -2.090 -3.015  0.3466
H -1.129 -4.550 -3.355  0.3500
H -1.756 -5.466 -5.594  0.3709
H -2.425 -3.862 -7.388  0.3630
H -2.434 -1.433 -6.868  0.3654

Output
- Energy: -66196.515 eV
- HOMO level: -11.23 eV
- Net charge: +1

No. 4
ORCA calculation (ωB97M-V with the def2-TZVPD basis set) on a molecular structure, C18H23BN7Rh.

Last column: Mulliken charge in e.
Element x y z (Å)
Rh 0.945 -0.821 0.152  -0.4913
C 5.161 -1.607 0.042  -1.0688
C 3.841 -2.022 0.200  -0.3131
N 3.021 -0.990 0.000  0.0148
N 3.780 0.088 -0.290  0.2253
C 5.074 -0.263 -0.269  -0.0476
B 3.032 1.415 -0.528  0.0064
N 2.176 1.720 0.723  0.0350
C 2.230 2.786 1.530  -0.0124
C 1.308 2.621 2.551  -1.3047
C 0.710 1.398 2.286  -0.4727
N 1.245 0.865 1.183  0.3459
N 2.015 1.153 -1.674  -0.0679
C 1.855 1.700 -2.885  -0.0392
C 0.765 1.113 -3.505  -1.3614
C 0.285 0.188 -2.588  -0.2303
N 1.057 0.229 -1.497  0.4847
H 6.052 -2.202 0.138  0.4169
H 3.457 -2.998 0.450  0.4890
H 5.843 0.464 -0.470  0.4722
H 3.766 2.318 -0.766  -0.0130
H 2.926 3.584 1.331  0.4758
H 1.115 3.285 3.374  0.4461
H -0.026 0.857 2.857  0.7972
H 2.527 2.472 -3.221  0.4926
H 0.377 1.323 -4.486  0.4416
H -0.541 -0.501 -2.657  0.6346
C -4.770 0.437 0.126  -0.8193
N -3.466 0.967 0.630  -0.0771
C -2.567 1.356 -0.498  -0.9035
C -2.780 0.036 1.620  -0.8481
C -2.272 -1.233 0.993  0.8959
C -3.091 -2.354 0.916  -0.6807
C -2.662 -3.541 0.320  -0.6935
C -1.391 -3.642 -0.215  -0.8540
C -0.575 -2.521 -0.094  0.1062
C -0.968 -1.340 0.504  0.0738
H -5.228 1.194 -0.505  0.3295
H -5.414 0.216 0.973  0.3591
H -4.578 -0.462 -0.453  0.4118
H -3.675 1.817 1.154  0.3329
H -2.438 0.492 -1.143  0.3934
H -1.605 1.666 -0.095  0.2818
H -3.033 2.169 -1.048  0.4154
H -3.513 -0.168 2.400  0.5550
H -1.968 0.623 2.039  0.1925
H -4.088 -2.323 1.341  0.5367
H -3.330 -4.390 0.281  0.4290
H -1.050 -4.552 -0.688  0.4782
H 0.468 -2.624 -0.540  0.7297

Output
- Energy: -33140.322 eV
- HOMO level: -14.78 eV
- Net charge: +2

No. 5
ORCA calculation (ωB97M-V with the def2-TZVPD basis set) on a molecular structure, C18H23BrF17N2O7PS at a distorted geometry.

Last column: Mulliken charge in e.
Element x y z (Å)
C -4.838 3.223 -5.973  -0.5411
O -3.806 4.058 -5.327  -0.3580
C -3.579 3.677 -3.924  -0.4874
C -2.002 3.386 -3.536  -0.5352
C -1.890 1.865 -2.955  -0.7432
C -1.548 0.692 -4.030  0.9923
P -2.610 -0.769 -3.301  0.4069
N -4.209 -0.357 -3.315  -0.7783
O -0.160 0.129 -3.979  -0.4063
C -0.067 -0.994 -4.961  0.0244
O 0.725 -2.067 -4.884  -0.5067
C -1.210 -0.581 -6.113  0.5056
N -0.268 -0.080 -7.228  -0.7261
S -2.160 -1.977 -6.952  1.2275
O -1.574 -3.375 -6.510  -0.5126
O -3.662 -1.903 -6.473  -0.5410
F -2.227 -1.841 -8.673  -0.2642
C -2.092 0.731 -5.567  -0.6628
Br -1.498 2.141 -6.849  -0.0543
H -5.903 3.740 -6.023  0.2502
H -4.504 3.081 -7.109  0.1962
H -4.936 2.139 -5.535  0.2168
H -3.953 4.601 -3.270  0.3012
H -4.261 2.766 -3.561  0.3254
H -1.232 3.675 -4.367  0.3080
H -1.766 4.111 -2.618  0.3412
H -0.997 1.872 -2.161  0.1097
H -2.865 1.671 -2.296  0.5085
H -2.205 -0.970 -1.914  -0.0897
H -2.522 -1.977 -4.088  0.1042
H -4.714 -1.077 -3.905  0.2751
H 0.005 -0.894 -7.858  0.3646
H 0.646 0.140 -6.733  0.2974
H -3.251 0.550 -5.654  0.4964
C 0.804 -2.009 1.447  -0.6795
C 0.624 -2.314 2.941  0.9319
C -0.816 -2.548 3.382  0.0297
F -1.608 -1.474 3.157  -0.2048
F -0.875 -2.790 4.719  -0.2764
F 1.215 -1.328 3.670  -0.2397
F 1.341 -3.450 3.210  -0.3437
O 0.906 -0.626 1.089  -0.3977
C -0.338 0.056 0.937  0.6877
C -0.547 1.159 1.985  0.1657
F -0.482 0.670 3.248  -0.2137
F -1.772 1.732 1.852  -0.2564
F -1.342 -0.850 0.915  -0.2978
F -0.306 0.609 -0.307  -0.2595
H 1.776 -2.431 1.159  0.4270
H 0.081 -2.542 0.818  0.3189
H -1.251 -3.412 2.870  0.2971
H 0.213 1.940 1.887  0.2708
C 5.151 -1.625 6.250  -0.7018
C 4.070 -2.073 7.244  0.8311
C 2.764 -1.289 7.171  0.4304
F 2.935 0.028 7.427  -0.2202
F 1.880 -1.744 8.099  -0.2852
F 4.589 -2.060 8.502  -0.2777
F 3.792 -3.387 6.974  -0.3195
O 6.144 -0.725 6.755  -0.4055
C 5.772 0.653 6.757  0.7647
C 5.658 1.239 8.172  0.1955
F 4.762 0.555 8.928  -0.2042
F 5.229 2.528 8.132  -0.2555
F 4.644 0.809 6.027  -0.2678
F 6.753 1.301 6.072  -0.2994
H 5.720 -2.526 5.983  0.4160
H 4.731 -1.279 5.299  0.3520
H 2.294 -1.394 6.188  -0.0027
H 6.623 1.210 8.685  0.2452

Output
- Energy: -172704.419 eV
- HOMO level: -8.94 eV
- Net charge: 0

No. 6
ORCA calculation (ωB97M-V with the def2-TZVPD basis set) on 6 unconnected molecules or ions with the total composition C18H23F5NO17 at a distorted geometry.

Last column: Mulliken charge in e.
Element x y z (Å)
C -2.377 -1.876 3.595  -0.6943
C -3.543 -2.287 2.611  -0.3850
O -3.028 -2.464 1.305  -0.3025
C -3.105 -1.266 0.533  -0.2320
N -1.980 -1.215 -0.417  -0.7041
O -2.372 -0.210 -1.362  -0.3530
H -2.413 -2.607 4.441  0.3084
H -2.599 -0.871 4.011  0.3013
H -1.401 -1.904 3.072  0.0915
H -4.360 -1.536 2.690  0.2822
H -3.957 -3.276 2.925  0.3112
H -4.055 -1.256 -0.078  0.0665
H -3.055 -0.340 1.184  0.0990
H -2.286 0.632 -0.869  0.2241
C 2.652 -2.944 4.101  -0.5571
C 1.372 -3.603 4.517  0.3296
O 0.725 -2.591 5.274  -0.3395
C 1.163 -1.408 4.758  0.6728
O 0.645 -0.354 4.957  -0.5342
O 2.262 -1.578 3.980  -0.2075
F 1.605 -4.672 5.326  -0.3216
H 3.430 -3.032 4.854  0.2939
H 3.031 -3.329 3.157  0.3052
H 0.729 -3.906 3.686  0.3563
C -4.290 -0.771 -3.705  0.0627
C -4.070 0.321 -4.705  0.3680
O -5.221 0.234 -5.532  -0.2782
C -6.216 -0.260 -4.741  0.5981
O -7.371 -0.218 -5.019  -0.5539
O -5.722 -0.791 -3.600  -0.3071
F -2.967 0.089 -5.470  -0.2903
H -3.939 -1.741 -4.063  0.2267
H -3.821 -0.558 -2.742  -0.0950
H -4.008 1.322 -4.270  0.2789
C 5.557 1.202 5.038  -0.5812
C 5.674 0.509 6.363  0.3376
O 5.108 -0.767 6.099  -0.3142
C 5.335 -1.010 4.781  0.6208
O 5.235 -2.078 4.270  -0.5681
O 5.689 0.116 4.119  -0.2379
F 4.932 1.129 7.315  -0.2960
H 4.583 1.677 4.904  0.2986
H 6.330 1.940 4.888  0.4357
H 6.699 0.388 6.721  0.2912
C -3.034 2.118 -8.016  -0.1561
C -3.779 2.567 -9.238  0.3569
O -2.869 3.466 -9.848  -0.3142
C -1.624 3.041 -9.492  0.6175
O -0.623 3.387 -10.026  -0.5127
O -1.676 2.166 -8.456  -0.3249
F -4.909 3.244 -8.910  -0.2800
H -3.167 2.800 -7.172  0.1757
H -3.310 1.114 -7.702  0.1256
H -4.023 1.764 -9.937  0.2923
C 3.558 2.562 0.856  -0.4555
C 4.470 1.516 0.284  0.3596
O 5.719 1.831 0.881  -0.3034
C 5.430 2.407 2.075  0.7474
O 6.215 2.552 2.958  -0.5542
O 4.131 2.784 2.146  -0.3195
F 4.583 1.640 -1.061  -0.2902
H 3.580 3.492 0.283  0.2838
H 2.527 2.221 0.935  0.3101
H 4.193 0.490 0.536  0.2343

Output
- Energy: -68921.761 eV
- HOMO level: -2.08 eV
- Net charge: -1

Number 1: HOMO-LUMO gap 8.45 eV. Number 2: HOMO-LUMO gap 8.47 eV. Number 3: HOMO-LUMO gap 6.70 eV. Number 4: HOMO-LUMO gap 7.32 eV. Number 5: HOMO-LUMO gap 6.82 eV. Number 6: HOMO-LUMO gap 4.12 eV.